A 4-piece molecular cluster, C41H74FNO6Si overall. Source: the Open Molecules 2025 dataset; level of theory: wB97M-V/def2-TZVPD.

## Properties
SMILES: CCCOCc1cc2c(c([Si](C)(C)C)c1CCCCOC(C)=O)C(=O)N(CC(=O)F)C2=O.CCCCCC.CCCCCC.CCCCCC
Orbital gap (eV): 7.55

Structure (ORCA input):
```
! RIJCOSX wB97M-V def2-TZVPD def2/J DEFGRID3
* xyz 0 1
C 3.0420 -5.3380 -2.2340
C 2.5820 -5.1239 -3.8260
C 1.5268 -3.8678 -3.8272
O 1.4058 -3.1569 -5.1091
C 2.5999 -2.3598 -5.4267
C 2.8752 -1.1007 -4.3895
C 3.9932 -1.4169 -3.1861
C 4.3918 -0.2688 -2.0872
C 3.5928 1.1673 -2.2717
C 2.4997 1.5831 -3.4193
Si 1.7788 3.3605 -3.4100
C 0.6311 3.5921 -1.8488
C 0.9964 3.9627 -5.0581
C 3.3025 4.5600 -3.0897
C 2.1100 0.3818 -4.5106
C 0.9920 0.6332 -5.6811
C -0.5579 0.7374 -5.0612
C -0.9089 -0.4656 -3.9955
C -0.6365 0.0271 -2.4304
O -1.6051 -0.5885 -1.4911
C -1.7498 0.3926 -0.3691
C -0.9229 0.0658 1.0263
O -2.5286 1.4794 -0.4091
C 4.2380 1.9554 -0.9937
O 3.8880 3.0486 -0.3146
N 5.4519 1.2229 -0.4679
C 6.7773 1.9504 -0.4547
C 7.8285 1.2670 0.6472
O 9.1572 1.4455 0.5200
F 7.3631 0.4760 1.8352
C 5.4441 -0.2454 -0.8307
O 6.0943 -1.3021 -0.3344
H 4.1361 -4.9443 -2.0343
H 2.9341 -6.4810 -1.9578
H 2.3201 -4.7406 -1.4944
H 1.9531 -6.1044 -4.0876
H 3.4961 -5.0081 -4.5471
H 1.7478 -3.1725 -2.8993
H 0.4522 -4.3412 -3.6117
H 3.5889 -3.0159 -5.4294
H 2.4897 -1.9455 -6.5393
H 4.5102 -2.4651 -3.1296
H 0.5012 2.5462 -1.3291
H -0.4092 3.9987 -2.1972
H 1.1231 4.3798 -1.0982
H 1.0722 5.1542 -5.0524
H 1.6775 3.6272 -5.9755
H -0.1383 3.7181 -5.2026
H 4.3311 4.0559 -3.3597
H 3.2813 5.0164 -1.9915
H 3.1801 5.4925 -3.8158
H 0.9557 -0.3247 -6.3930
H 1.2416 1.5366 -6.4104
H -0.7628 1.7488 -4.5094
H -1.2693 0.5636 -6.0041
H -2.0846 -0.6640 -4.0542
H -0.4002 -1.4934 -4.2268
H 0.4875 -0.1308 -2.1279
H -0.8381 1.1892 -2.3899
H -1.3491 0.7666 1.8687
H -1.1319 -1.0829 1.2556
H 0.2477 0.1956 0.8848
H 7.3073 1.9895 -1.4979
H 6.5493 3.0455 -0.0376
C -0.4647 -6.8632 -6.6437
C 0.1788 -7.9778 -5.8337
C 1.6149 -8.2892 -6.2646
C 1.7761 -8.7933 -7.7032
C 0.9809 -10.0548 -8.0501
C 1.3905 -11.2689 -7.2307
H -0.5559 -7.1318 -7.6997
H -1.4711 -6.6574 -6.2658
H 0.1194 -5.9405 -6.5693
H -0.4421 -8.8787 -5.8898
H 0.1911 -7.6787 -4.7789
H 2.0363 -9.0265 -5.5709
H 2.2234 -7.3843 -6.1467
H 2.8409 -8.9846 -7.8837
H 1.4918 -7.9971 -8.4014
H 1.1390 -10.2825 -9.1111
H -0.0929 -9.8763 -7.9314
H 2.4534 -11.4907 -7.3662
H 0.8188 -12.1467 -7.5493
H 1.2004 -11.1196 -6.1645
C -2.2553 3.5860 2.8495
C -3.0382 2.6892 3.7958
C -3.5341 3.4162 5.0490
C -2.4380 3.9788 5.9610
C -1.4240 2.9547 6.4778
C -2.0492 1.8741 7.3467
H -1.3421 3.9660 3.3156
H -1.9629 3.0248 1.9564
H -2.8624 4.4385 2.5292
H -2.4268 1.8231 4.0718
H -3.9081 2.2924 3.2590
H -4.1693 2.7310 5.6229
H -4.1856 4.2438 4.7430
H -2.9193 4.4649 6.8183
H -1.8962 4.7717 5.4318
H -0.6695 3.4844 7.0717
H -0.8875 2.4910 5.6434
H -2.5571 2.3134 8.2106
H -1.2736 1.1968 7.7189
H -2.7718 1.2739 6.7874
C -5.4956 2.9145 10.9039
C -5.2882 3.8064 9.6898
C -4.2434 4.9032 9.9145
C -4.5793 5.9174 11.0137
C -5.9018 6.6673 10.8334
C -5.9423 7.5227 9.5764
H -5.8807 3.4779 11.7582
H -6.2201 2.1274 10.6720
H -4.5576 2.4340 11.1990
H -6.2455 4.2451 9.3879
H -4.9589 3.1814 8.8512
H -4.0822 5.4323 8.9677
H -3.2843 4.4323 10.1621
H -3.7626 6.6473 11.0700
H -4.5947 5.4089 11.9851
H -6.0507 7.3198 11.7022
H -6.7430 5.9663 10.8285
H -5.1331 8.2591 9.5792
H -6.8922 8.0645 9.5218
H -5.8556 6.9153 8.6715
*
```



C19H15BrF4N6OTc as an isolated structure. Source: the Open Molecules 2025 dataset; level of theory: wB97M-V/def2-TZVPD.

## Properties
ΔE to the lowest compared entry with this formula, charge and spin (kcal per mole): 0.0
⟨S²⟩: 4.065
Orbital gap (spin up / spin down) (eV): 6.07 / 5.20

Structure (ORCA input):
```
! RIJCOSX wB97M-V def2-TZVPD def2/J DEFGRID3
* xyz 2 4
Tc -0.1024 0.8382 -0.5752
C -3.0425 0.9183 0.3590
N -2.2549 1.3528 -0.8237
C -2.4889 2.7721 -1.0715
C -2.5200 0.5755 -2.0788
C -2.0242 -0.8698 -1.9101
N -0.8900 -0.9020 -0.9611
C -0.4229 -2.1059 -0.4370
C 0.8502 -2.6162 -0.7226
F 1.5244 -2.0541 -1.7797
C 1.3494 -3.7951 -0.1913
F 2.5764 -4.0977 -0.6265
C 0.6815 -4.4715 0.7805
C -0.6203 -4.0104 1.1186
F -1.4137 -4.6460 1.9725
C -1.1081 -2.8743 0.5271
F -2.2788 -2.3108 0.8855
H -4.1309 0.7974 0.1979
H -2.9154 1.5772 1.2268
H -2.6849 -0.0645 0.7137
H -3.5724 2.9059 -1.1710
H -2.0501 2.9496 -2.0292
H -2.0676 3.3867 -0.2727
H -2.0270 1.1472 -2.8682
H -3.6418 0.6561 -2.2947
H -1.7367 -1.3358 -2.8625
H -2.8707 -1.5378 -1.5593
H 1.2083 -5.2350 1.4238
O 2.8736 -1.2679 4.2890
C 2.0746 -0.8755 3.1965
C 0.7246 -0.4838 3.3167
C 0.0862 0.0781 2.2488
N 0.7808 0.3439 1.1067
C 2.0538 -0.1044 0.9612
Br 2.9007 0.3921 -0.6631
C 2.7155 -0.7792 1.9674
H 2.3529 -1.3687 5.1306
H 0.1443 -0.6592 4.2285
H -0.9174 0.5935 2.3592
H 3.7652 -1.0566 1.8208
N 0.6657 2.5751 -1.4371
C 1.5498 3.3128 -1.7316
C 2.6241 4.0974 -2.0639
C 2.7008 4.9631 -3.1938
N 2.7826 5.6223 -4.1582
C 3.8795 3.9145 -1.4222
N 4.9164 3.7526 -0.9259
*
```



C44H55GeHfN7O6SSe2 as an isolated structure. Source: the Open Molecules 2025 dataset; level of theory: wB97M-V/def2-TZVPD.

## Properties
ΔE to the lowest compared entry with this formula, charge and spin (kcal per mole): 0.0
Orbital gap (eV): 6.78

Structure (ORCA input):
```
! RIJCOSX wB97M-V def2-TZVPD def2/J DEFGRID3
* xyz 0 1
Hf -0.1967 0.6478 -0.9018
O -0.6767 -3.3772 -0.9387
C -0.7838 -2.2341 -1.2599
O -0.6332 -1.1892 -0.4483
C -1.0628 -1.8294 -2.7151
C -1.5021 -2.7286 -3.6797
C -1.6417 -2.2101 -4.9602
C -1.2120 -0.9569 -5.2575
C -0.6704 -0.1692 -4.2665
N -0.6815 -0.5827 -2.9640
H -1.7257 -3.7455 -3.3450
H -2.0375 -2.8405 -5.7234
H -1.3432 -0.6726 -6.2821
H -0.3230 0.8236 -4.4120
C 3.4497 3.0589 4.5966
N 3.2813 1.6799 4.1508
C 4.1015 1.0179 3.2130
C 3.4725 -0.1095 2.8132
N 2.2706 -0.1952 3.5188
C 2.1085 0.9615 4.3095
S 0.7369 1.3924 5.1518
C 1.3721 -1.2744 3.3879
C 1.5094 -2.3346 4.2644
C 0.6880 -3.4255 4.0594
C -0.1527 -3.4520 2.9841
C -0.2815 -2.3563 2.2010
N 0.4417 -1.2517 2.4328
H 3.5315 3.7298 3.7507
H 4.3555 3.1674 5.1887
H 2.5186 3.2749 5.1354
H 5.0316 1.4607 2.8635
H 3.8299 -0.8227 2.1220
H 2.1006 -2.3077 5.1538
H 0.6188 -4.2582 4.7391
H -0.7935 -4.3017 2.8681
H -0.9207 -2.2915 1.2993
O 2.2440 -0.0488 -3.9154
Se 2.1635 0.8204 -2.5665
O 3.3393 1.8464 -2.1779
O 1.7856 -0.1721 -1.2586
O 0.7106 1.6878 -2.4850
N 2.2195 6.6425 3.1721
C 1.6990 5.7824 2.6044
C 1.2740 4.5989 1.8556
C 0.5487 3.5981 2.4611
C 0.3912 2.3989 1.7345
N 0.8015 2.2665 0.4590
C 1.4521 3.3293 -0.1246
C 1.7502 4.4580 0.5552
H 0.2302 3.7934 3.4990
H -0.0592 1.5485 2.1906
H 1.8070 3.2051 -1.1112
H 2.3071 5.2914 0.1082
C -1.8096 5.9423 -2.2497
C -2.1688 4.5382 -2.4686
C -2.6189 4.0619 -3.6802
C -2.8022 2.7109 -3.9214
C -3.3975 2.2381 -5.2602
C -2.5577 1.7810 -2.9326
C -2.2334 2.2569 -1.6507
C -1.9802 3.5910 -1.4657
N -2.0790 1.3314 -0.5370
C -3.2505 1.1928 0.3585
C -3.4768 2.4685 1.2206
C -4.7015 2.3083 2.1535
C -4.3479 1.1280 3.1089
C -4.0930 -0.1676 2.3028
C -5.3172 -0.5561 1.5136
C -5.7207 0.6135 0.5939
C -5.9747 1.9167 1.3824
C -4.5585 0.8731 -0.4093
C -2.9250 0.0735 1.3717
H -1.0543 6.1203 -1.5205
H -2.7399 6.4005 -1.8035
H -1.6252 6.4736 -3.2087
H -2.6775 4.7111 -4.5451
H -3.0690 2.8753 -6.0977
H -4.5204 2.2645 -5.2149
H -3.1025 1.2088 -5.3960
H -2.7370 0.7130 -3.0183
H -1.5969 3.8370 -0.4873
H -3.5540 3.4240 0.6959
H -2.6035 2.5587 1.8657
H -4.8855 3.2322 2.7662
H -5.2281 0.9381 3.7658
H -3.5085 1.3926 3.7220
H -3.9160 -0.9805 3.0139
H -6.1285 -0.8934 2.1966
H -5.1083 -1.4330 0.8865
H -6.6762 0.4660 -0.0158
H -6.8122 1.7327 2.0821
H -6.3002 2.7543 0.7123
H -4.8231 1.7527 -1.0344
H -4.4485 0.0233 -1.0630
H -2.5806 -0.8905 0.9724
H -2.0975 0.3889 1.9788
C 6.0876 -7.4149 -1.0504
Ge 4.7989 -5.9345 -1.0364
C 2.9810 -6.5958 -1.4052
C 5.4971 -4.6625 -2.3963
C 4.8075 -5.0114 0.7118
Se 4.0460 -3.2019 0.8282
C 5.4488 -2.2849 -0.1855
H 5.9690 -7.8840 -2.0332
H 5.8117 -8.1913 -0.3503
H 7.1009 -7.1057 -0.9119
H 3.0193 -7.2662 -2.3019
H 2.2309 -5.7844 -1.5768
H 2.6372 -7.2131 -0.5623
H 5.6228 -5.1467 -3.3644
H 6.6030 -4.4292 -2.1913
H 4.8334 -3.7837 -2.4799
H 5.7394 -4.9585 1.2774
H 4.0952 -5.5296 1.3553
H 5.2189 -2.3772 -1.2564
H 6.4504 -2.6922 0.0856
H 5.3629 -1.2492 0.1103
*
```



A 11-piece molecular cluster, C15H52O15S2 overall. Source: the Open Molecules 2025 dataset; level of theory: wB97M-V/def2-TZVPD.

## Properties
⟨S²⟩: 0.756
Orbital gap (spin up / spin down) (eV): 10.09 / 2.69

Structure (ORCA input):
```
! RIJCOSX wB97M-V def2-TZVPD def2/J DEFGRID3
* xyz 1 2
O 5.3367 0.3254 -3.8743
S 5.7270 -0.1849 -2.5670
O 6.9168 0.2306 -1.8378
O 4.4619 -0.0665 -1.4756
C 3.1640 -0.3676 -1.9448
C 2.3437 0.7325 -1.2556
C 5.7506 -2.0400 -2.7132
H 2.8673 -1.3996 -1.7576
H 3.1200 -0.2389 -3.0263
H 1.3499 0.9959 -1.6177
H 2.7988 1.6939 -1.4934
H 2.3659 0.5977 -0.1742
H 5.5516 -2.5289 -1.7595
H 6.6562 -2.4161 -3.1891
H 4.8781 -2.1547 -3.3564
O -1.3110 2.3439 -0.7196
S -0.7295 3.6207 -0.2990
O -0.9498 4.8168 -1.1105
O -1.2304 3.9141 1.2895
C -2.6451 4.0941 1.5126
C -3.1201 5.5164 1.0952
C 1.0413 3.3887 0.1288
H -2.9372 3.9694 2.5553
H -3.2052 3.3290 0.9750
H -4.1496 5.6860 1.4104
H -2.9592 5.6204 0.0221
H -2.4671 6.2611 1.5503
H 0.9632 2.4230 0.6283
H 1.3459 4.1440 0.8532
H 1.5933 3.4302 -0.8102
C -1.9672 -4.4178 -0.0823
O -1.1161 -4.0697 -1.1435
H -2.6039 -5.2933 -0.2096
H -1.2941 -4.5828 0.7590
H -2.5345 -3.5679 0.2972
H -1.6575 -3.8092 -1.8921
C -0.0291 -0.0163 -4.4951
O 1.3837 0.0582 -4.7332
H -0.2869 -0.0626 -3.4370
H -0.4738 0.8802 -4.9269
H -0.5038 -0.9068 -4.9070
H 1.6580 0.8508 -4.2662
C -0.4255 -0.9046 0.2900
O 0.3178 -2.1023 0.1746
H -0.5914 -0.3394 -0.6271
H -1.4600 -1.0953 0.5759
H -0.0334 -0.0999 0.9120
H -0.0998 -2.6452 -0.4981
C -4.9484 0.8312 -0.0692
O -4.2406 -0.2847 0.5916
H -5.2417 0.4550 -1.0493
H -5.8914 1.1196 0.3952
H -4.3029 1.7040 -0.1672
H -3.7681 0.0968 1.3351
C -0.4246 -2.7088 3.2933
O -0.9701 -2.3187 4.5879
H -1.1712 -3.1552 2.6365
H -0.1115 -1.7703 2.8358
H 0.4113 -3.3889 3.4573
H -0.3230 -2.6645 5.2069
C -2.1489 0.8591 2.5538
O -2.6553 -0.3842 2.9896
H -2.3205 1.2374 1.5460
H -2.6293 1.6553 3.1224
H -1.0705 0.8866 2.7099
H -2.0110 -0.7107 3.6220
C 3.5483 -2.1596 1.3275
O 2.6163 -1.1901 1.8243
H 3.5664 -3.0797 1.9117
H 3.3101 -2.4658 0.3089
H 4.5934 -1.8502 1.3164
H 1.8197 -1.2441 1.2912
C -3.4627 -1.6709 -2.3053
O -2.8419 -2.8367 -2.7095
H -2.6661 -1.0091 -1.9655
H -3.8521 -1.0978 -3.1468
H -4.1538 -1.7867 -1.4704
H -3.4463 -3.4697 -3.1040
C 2.4196 1.8043 3.0379
O 1.5845 0.7195 3.4127
H 3.3007 1.7851 3.6793
H 2.7913 1.7375 2.0154
H 1.9804 2.7831 3.2304
H 1.8996 -0.0410 2.9188
*
```



| no. | strongest force on any atom (eV Å⁻¹) |
| --- | --- |
| 1 | 9.9 |
| 2 | 3.9 |
| 3 | 2.8 |
| 4 | 2.6 |